# C28H81N7O9

A cluster of 9 separate species, C28H81N7O9 in total (ωB97M-V/def2-TZVPD, the Open Molecules 2025 dataset).

Gap between HOMO and LUMO (spin up / spin down), eV: 8.20 / 2.41
Spin multiplicity: 2
DFT total energy, Ha: -2175.29059
Net charge: +1
Molar mass, g/mol: 659.996

XYZ file:
```
125
Properties=species:S:1:pos:R:3:forces:R:3
O -32.411067 16.681208 -4.054984 0.1102 -0.3436 -0.1513
H -32.009993 17.269581 -3.415300 0.1998 0.2627 0.2974
H -33.348141 16.868092 -3.998451 -0.2504 0.0808 -0.0265
O -31.374014 11.404200 4.200453 -0.6886 -0.6102 0.0863
H -31.127166 12.056293 3.544664 0.2375 0.3088 -0.2415
H -30.610602 11.340047 4.774312 0.2463 0.0806 0.0202
C -28.830142 17.041858 1.097876 -1.2157 -0.1982 0.7192
C -30.216534 16.566870 0.658465 -1.4497 0.0450 -0.9760
C -31.431123 17.213114 1.374682 2.3810 0.8040 0.0290
O -31.260554 16.919685 2.762375 0.2337 0.1233 -0.4431
C -32.368600 17.323457 3.487270 -1.2189 -0.1688 0.7983
N -30.398005 16.865415 -0.822186 0.5718 -0.7647 1.4753
H -28.012865 16.341782 0.924521 -0.1570 -0.1236 -0.4877
H -28.899023 17.106669 2.183764 0.3221 0.5414 0.0664
H -28.650500 17.996633 0.603678 0.2511 0.0821 0.3242
H -30.417052 15.516616 0.870266 0.7666 -0.4054 -0.1625
H -32.407316 16.935949 0.976797 0.0214 -0.5808 0.0588
H -31.316955 18.272581 1.145333 -0.3192 0.5005 0.4540
H -32.379820 17.049156 4.542135 0.8586 -0.4412 0.0403
H -33.223622 16.780305 3.084757 -0.6395 0.4012 -0.1569
H -32.537595 18.399225 3.535009 -0.0012 0.2445 -0.6220
H -29.506615 16.530491 -1.158866 0.4113 0.3009 -0.7229
H -31.007103 16.111312 -1.105796 -0.5018 0.0955 -0.3525
C -33.944996 12.059383 1.749427 0.7208 -1.2720 0.4644
C -33.579101 13.464653 2.219141 0.2559 0.0105 -1.0576
C -33.723009 13.648552 3.723279 -1.5887 0.4012 -0.4250
O -35.125244 13.603746 4.030228 -1.4954 1.4393 -0.3392
C -35.850271 14.840079 3.720115 1.2686 0.9218 0.6504
N -32.221784 13.866258 1.800958 0.4954 -1.2521 0.9157
H -33.910047 11.835882 0.683155 0.2070 0.6389 -0.2530
H -34.860154 11.563179 2.072460 -0.4898 0.9997 0.3047
H -33.227085 11.377428 2.205121 0.5035 -0.0549 -0.0367
H -34.115548 14.199212 1.618514 -1.4924 -0.0038 0.7650
H -33.308369 14.614536 4.011446 0.1358 0.2170 0.1212
H -33.272420 12.878946 4.350003 0.1545 -0.1311 -0.4355
H -35.652404 15.616880 4.458713 0.2679 -0.2543 0.8965
H -36.938113 14.881229 3.665152 0.0265 -1.4501 0.0074
H -35.515028 15.422682 2.862042 0.3379 -0.8103 -0.8358
H -32.126244 14.821811 2.113817 0.4194 0.2283 -0.0442
H -32.182772 13.863780 0.791709 0.1920 0.1275 0.2583
C -25.419037 9.953655 -2.351752 0.3203 1.4451 -1.1939
C -24.836666 10.259337 -3.751522 0.3784 0.6728 0.7473
C -23.329975 9.970061 -3.767669 -0.0077 1.7233 -0.0174
O -22.659352 10.872490 -2.853964 -2.1693 -0.7869 -0.0059
C -21.311366 11.032781 -3.140141 0.5393 -0.5199 -0.6278
N -25.510958 9.486990 -4.755568 -0.5407 -1.4720 -0.2391
H -25.061517 10.735830 -1.682069 0.2125 -0.4591 0.3663
H -25.079548 8.947747 -2.104768 -0.3611 0.0927 0.4635
H -26.497743 10.096311 -2.416057 -0.1499 -0.4967 0.2829
H -25.028214 11.255631 -4.150015 0.3762 0.7757 0.9994
H -22.982593 10.198018 -4.775376 0.2622 -0.2351 -0.2276
H -23.167908 8.914028 -3.551738 0.3097 -0.1418 0.2478
H -20.819368 11.670064 -2.405360 -0.2719 -0.1317 0.0535
H -21.210324 11.472617 -4.132325 0.2887 0.1811 -0.1746
H -20.865066 10.038603 -3.163313 0.5871 0.0312 0.0799
H -26.506827 9.528224 -4.592392 -0.4243 0.3958 0.0251
H -25.369261 8.529311 -4.467691 0.3950 -0.8644 -0.8292
C -35.086642 17.227197 -0.287328 -0.3386 0.7883 0.5287
C -35.455930 18.748066 -0.010978 0.5219 -2.8921 1.9248
C -35.368528 19.009713 1.552382 0.3768 -0.4181 -0.7628
O -35.684433 20.334643 1.874530 0.5301 1.3041 0.3975
C -34.924168 21.013301 2.901632 -0.2748 0.3417 -0.5507
N -34.446424 19.477891 -0.733919 -0.1888 0.3131 0.9756
H -35.399913 16.501327 0.463058 -1.1494 -0.0646 -0.2524
H -34.016087 17.031763 -0.225569 0.2388 0.9236 -0.3401
H -35.393200 17.032919 -1.315131 -0.1824 -0.6078 0.1677
H -36.452451 19.023275 -0.356385 -0.2853 -0.3798 0.1282
H -34.356361 18.750580 1.862954 0.3891 0.1336 -0.0431
H -36.016361 18.362704 2.143821 -0.3240 -0.4017 -0.3794
H -33.847054 20.861632 2.831493 0.0534 -0.4493 -0.1664
H -35.247728 20.856862 3.930676 -0.2283 -0.7448 -0.0399
H -35.067310 22.085693 2.769045 -0.1762 -0.0346 -0.3945
H -34.529960 20.319348 -0.181582 0.6023 1.3340 -1.0790
H -34.827651 19.551377 -1.666320 0.3407 0.8753 -0.1754
C -28.457212 12.522313 -1.823201 0.6737 0.4525 -0.1680
C -29.502571 13.147500 -0.908291 -1.4658 -0.1639 -0.1948
C -30.776932 13.606867 -1.682533 0.0060 0.9797 0.2774
O -31.707936 14.334905 -0.825599 1.0068 -1.4969 -0.5540
C -33.044403 14.311199 -1.270370 -0.0960 0.6151 -0.9864
N -29.817849 12.204904 0.183684 0.1655 0.4202 -0.7541
H -28.052898 13.196124 -2.578583 -0.1507 0.5335 0.0852
H -28.742915 11.658939 -2.424080 -0.4920 -0.3352 0.4935
H -27.608528 12.267580 -1.188431 -0.0171 -0.3234 -0.0502
H -29.093641 14.060646 -0.475802 0.1927 -0.0123 0.1528
H -31.317386 12.810141 -2.193643 0.0609 -0.4170 0.1735
H -30.494284 14.335845 -2.442013 0.2339 -0.0324 -0.3811
H -33.101905 14.759630 -2.262196 -0.0423 0.4166 -0.1191
H -33.597145 14.936114 -0.568908 -0.2261 -0.3534 -0.0833
H -33.474263 13.322011 -1.427954 0.0864 -0.3303 0.6699
H -30.523024 12.618081 0.777068 -0.1557 0.2950 0.4891
H -30.300553 11.436310 -0.259448 -0.0053 -0.5415 0.0541
C -25.962438 12.825436 2.137199 0.3075 -0.1776 0.3972
C -27.107687 12.383556 3.052523 -1.1881 0.5092 0.8365
C -28.190928 13.514279 3.292873 0.6986 -0.0699 1.3422
O -29.235682 13.077901 4.196948 0.0409 0.8641 -0.4589
C -30.035019 14.158380 4.727706 -0.7274 -0.4766 0.2799
N -27.731750 11.143903 2.576003 -0.5733 0.5923 -0.5760
H -26.263806 12.991156 1.102876 -0.2065 -0.3446 -0.0704
H -25.200279 12.049579 2.209692 -0.1152 -0.2209 -0.4708
H -25.406363 13.722611 2.409137 -0.4530 0.2786 0.4899
H -26.754051 12.040053 4.024657 0.5592 0.8298 0.2313
H -28.589907 13.922538 2.364301 -0.2703 -0.2549 -0.3069
H -27.767452 14.350219 3.849612 0.6930 0.2462 -0.3596
H -30.742774 13.700639 5.418839 0.1381 -0.2244 0.0381
H -30.673554 14.696017 4.026758 0.2946 -0.2940 -0.7760
H -29.556506 14.955099 5.297222 1.0003 -0.2788 -0.0544
H -28.318504 10.806297 3.325566 0.2037 -0.3589 0.5267
H -28.466437 11.488363 1.974599 -0.1468 -0.3388 -1.1225
C -28.044702 12.778181 -7.817804 0.9178 -1.2357 0.3511
C -27.591675 11.748286 -6.706669 -0.2759 2.6927 1.1263
C -28.512853 10.461811 -6.885070 -0.4663 -1.8139 1.6197
O -28.412014 9.507003 -5.785649 1.3149 1.0235 -1.9308
C -29.246345 9.716613 -4.632454 -0.1884 0.3237 -0.9486
N -26.213657 11.454955 -6.736380 -2.0188 -1.4294 -1.9968
H -29.112229 12.965964 -7.702831 0.2087 0.0598 -0.2589
H -27.771991 12.300712 -8.758945 -0.6001 -0.0152 -0.3516
H -27.449891 13.691483 -7.831473 -0.1728 0.0138 0.5878
H -27.720618 12.173050 -5.711152 -0.7457 -0.0615 0.1767
H -28.213986 10.090344 -7.865263 0.3093 -0.9468 0.3829
H -29.577599 10.662611 -7.003740 0.0623 1.0318 0.2095
H -30.145568 9.132868 -4.829263 -0.2823 0.3533 0.3457
H -29.407035 10.790583 -4.538288 -0.4811 -0.0512 0.2161
H -28.775188 9.350575 -3.720249 0.3049 -0.1207 -0.2851
H -26.067861 11.017462 -7.634958 1.1305 0.5043 -0.9617
H -25.940988 10.716571 -6.103505 1.2155 -0.5374 1.7952
```
Forces are in eV/Å.